The following is a quantum chemistry calculation of C17H9BiBr3N3O3Se as an isolated structure, from the Open Molecules 2025 dataset.

```
37
Properties=species:S:1:pos:R:3:forces:R:3:nbo_charge:R:1
Bi 0.951 -1.466 -0.745 -0.1 0.0 0.1 1.76
C -2.040 -3.215 -2.053 0.0 0.0 0.0 -0.65
C -2.171 -3.127 -0.561 0.0 0.0 0.0 0.26
C -3.359 -3.503 0.100 0.0 0.0 0.0 -0.26
C -3.451 -3.364 1.456 0.0 0.0 0.0 -0.10
C -2.364 -2.843 2.190 0.0 0.0 0.0 -0.12
C -2.341 -2.640 3.593 0.0 0.0 -0.1 -0.08
Br -3.850 -3.091 4.643 0.0 0.0 0.0 0.06
C -1.238 -2.119 4.199 0.0 0.0 0.0 -0.22
C -0.100 -1.766 3.447 0.0 0.0 0.0 -0.16
Br 1.390 -1.050 4.337 0.0 0.0 0.0 0.11
C -0.057 -1.937 2.082 -0.1 0.0 0.0 0.37
O 1.006 -1.619 1.362 0.1 0.0 0.0 -0.84
C -1.214 -2.497 1.457 0.0 0.0 0.0 0.12
N -1.145 -2.659 0.112 0.0 0.0 0.0 -0.49
H -2.906 -3.700 -2.499 0.0 0.0 0.0 0.23
H -1.148 -3.778 -2.332 0.0 0.0 0.0 0.23
H -1.953 -2.213 -2.480 0.0 0.0 0.0 0.23
H -4.187 -3.891 -0.476 0.0 0.0 0.0 0.22
H -4.355 -3.643 1.978 0.0 0.0 0.0 0.24
H -1.223 -1.965 5.268 0.0 0.0 0.0 0.25
Br 1.798 -1.933 -4.618 0.0 0.0 0.0 0.07
C 0.830 -0.343 -4.256 0.0 0.0 -0.1 0.16
C 0.728 0.642 -5.224 0.0 0.0 0.0 -0.26
C 0.014 1.783 -4.892 0.0 0.0 0.0 -0.13
C -0.561 1.895 -3.635 0.0 0.0 0.0 -0.20
C -0.386 0.852 -2.743 0.0 0.0 0.0 0.11
N 0.294 -0.250 -3.059 0.1 0.0 0.1 -0.51
C -0.978 0.914 -1.347 -0.1 0.0 0.0 0.77
O -1.780 1.775 -1.086 0.1 0.0 0.0 -0.56
O -0.604 -0.028 -0.518 0.0 0.0 0.0 -0.82
H 1.191 0.516 -6.191 0.0 0.0 0.0 0.24
H -0.090 2.582 -5.614 0.0 0.0 0.0 0.23
H -1.129 2.759 -3.323 0.0 0.0 0.0 0.26
Se 2.800 0.568 -0.523 0.0 0.0 0.0 -0.17
C 1.963 1.406 0.884 0.0 -0.1 -0.1 0.02
N 1.440 1.959 1.749 0.0 0.0 0.0 -0.35
```
Forces are in eV/Å.

Calculated values
ΔE to the lowest compared entry with this formula, charge and spin, eV: 0.000